Record 1
{"formula": "C20H19N3O3S", "method": "ωB97M-V/def2-TZVPD", "elements": ["H", "H", "C", "H", "H", "C", "H", "H", "O", "H", "C", "C", "O", "C", "H", "H", "C", "H", "H", "C", "N", "H", "C", "N", "H", "H", "C", "C", "H", "H", "C", "C", "H", "C", "C", "C", "H", "H", "S", "C", "N", "C", "O", "C", "C", "C"], "positions_angstrom": [[-0.171630, -5.575726, -4.873860], [3.331233, 0.864018, 4.750028], [0.325012, -4.813258, -4.287868], [-2.800074, 0.521965, 0.814496], [1.849400, 2.772884, 4.299957], [1.086619, 2.075430, 3.987107], [1.255879, -0.643411, -4.662268], [-0.735212, 4.156233, -0.034173], [-3.707833, 1.140412, 2.814200], [-0.318141, -1.216491, -5.295095], [-1.845577, 2.403829, 0.508674], [0.420929, -0.154713, 3.409678], [1.506139, 0.828112, -2.868627], [1.159853, -5.146806, -3.233457], [2.846919, -0.778438, 4.297189], [2.422080, -4.331538, -1.696588], [-0.205481, 2.519420, 3.773900], [-1.255146, -0.662687, -3.126349], [0.664026, -1.197615, 3.270562], [0.332220, -1.177561, -4.418384], [-0.304701, -0.426320, -3.359074], [-2.350431, 3.998204, 1.672225], [-0.875004, 0.281641, 3.197471], [-2.549411, 3.019042, 1.534899], [-1.548912, -0.617914, -0.969272], [3.375332, 0.361616, 3.062518], [-1.173286, 1.616538, 3.379386], [-0.445976, 1.137955, -1.547078], [1.959275, -1.975853, -2.388325], [1.334355, -6.179469, -2.974567], [0.355178, 0.508154, -2.634954], [0.654462, -2.583438, -3.978650], [0.517837, 3.015796, -1.837477], [-1.377193, 0.433790, -0.788212], [1.762248, -4.117241, -2.525131], [2.823114, 0.266155, 3.997726], [-1.660914, -0.396436, 2.907255], [-0.480368, 3.551444, 3.926158], [-2.807121, 2.233156, 3.008712], [-0.911751, 3.111603, -0.246529], [0.073081, -3.566850, -4.649767], [-0.217611, 2.479968, -1.256891], [-3.166884, 3.282319, 3.912628], [1.507824, -2.810597, -2.902133], [-2.070492, 1.057076, 0.229564], [1.416133, 0.735600, 3.800398]], "atomic_forces_ev_per_a": [[0.0, -0.1, 0.0], [0.1, 0.0, 0.1], [0.1, -0.4, 0.2], [-0.1, -0.1, 0.0], [0.1, 0.1, 0.0], [-0.1, 0.0, -0.1], [-0.2, -0.1, -0.1], [0.0, 0.1, 0.0], [0.3, -0.1, -0.1], [0.1, 0.0, 0.1], [0.3, -0.6, -0.6], [0.0, 0.1, 0.0], [0.2, 0.1, 0.0], [0.0, 0.0, 0.0], [0.1, -0.1, 0.0], [0.0, 0.0, 0.0], [0.1, 0.1, 0.1], [0.1, 0.1, 0.0], [0.0, -0.1, 0.0], [0.2, 0.0, 0.0], [-0.2, -0.2, -0.1], [0.0, 0.1, 0.2], [-0.1, -0.1, 0.0], [-0.5, 0.0, 0.9], [0.0, -0.1, 0.0], [0.1, 0.0, 0.0], [-0.7, 0.1, -0.1], [0.0, 0.1, 0.3], [0.1, 0.1, 0.1], [0.0, -0.1, 0.0], [-0.2, 0.0, 0.0], [0.1, 0.1, 0.1], [0.1, 0.0, 0.0], [0.2, 0.1, -0.1], [0.0, 0.1, -0.1], [0.0, 0.0, -0.1], [0.0, -0.1, 0.0], [0.1, 0.2, 0.0], [0.2, 0.4, -0.2], [-0.2, 0.0, 0.2], [-0.2, 0.3, -0.3], [0.0, -0.2, -0.1], [0.3, 0.1, 0.0], [0.0, -0.1, 0.0], [-0.1, 0.1, 0.0], [-0.1, 0.0, 0.0]], "lumo_energy_ev": 0.396, "e_above_lowest_kcal_mol": 32.73, "gap_ev": 9.287, "e_tot_ev": -42496.986}

***

Record 2
{"formula": "C5H8O2", "method": "ωB97M-V/def2-TZVPD", "elements": ["H", "H", "C", "H", "O", "O", "C", "H", "H", "C", "H", "H", "H", "C", "C"], "positions_angstrom": [[-0.041983, -1.590502, -0.992063], [-0.820779, -1.631180, 1.347176], [-0.769364, 2.077036, 0.052083], [3.288142, 0.147962, 0.335284], [2.286521, -1.342751, -0.596316], [0.710179, 0.898294, 1.658240], [-1.077427, -1.377416, -0.732979], [-0.716896, 3.155876, -0.014991], [-1.453660, 1.500496, -0.555606], [2.489174, -0.178150, -0.356559], [-2.530815, -1.185245, 0.796295], [-1.757365, -1.150219, -1.552270], [1.893155, 0.630809, -0.822659], [-1.497686, -1.397052, 0.528674], [-0.001197, 1.442042, 0.905696]], "atomic_forces_ev_per_a": [[-0.2, 0.0, 0.1], [-0.1, 0.0, -0.1], [0.1, -0.1, 0.1], [-0.1, -0.1, -0.1], [0.1, 0.6, 0.1], [-0.7, 0.5, -0.7], [-0.1, 0.0, 0.2], [0.0, -0.1, 0.1], [0.1, 0.1, 0.1], [0.0, -0.4, -0.1], [0.1, 0.0, -0.1], [0.1, 0.0, 0.1], [0.0, -0.1, 0.0], [0.1, 0.0, -0.2], [0.5, -0.3, 0.5]], "lumo_energy_ev": 0.879, "e_above_lowest_kcal_mol": 69.56, "gap_ev": 10.391, "e_tot_ev": -9406.816}

***

What did the second record say?
{"formula": "C5H8O2", "method": "ωB97M-V/def2-TZVPD", "elements": ["H", "H", "C", "H", "O", "O", "C", "H", "H", "C", "H", "H", "H", "C", "C"], "positions_angstrom": [[-0.041983, -1.590502, -0.992063], [-0.820779, -1.631180, 1.347176], [-0.769364, 2.077036, 0.052083], [3.288142, 0.147962, 0.335284], [2.286521, -1.342751, -0.596316], [0.710179, 0.898294, 1.658240], [-1.077427, -1.377416, -0.732979], [-0.716896, 3.155876, -0.014991], [-1.453660, 1.500496, -0.555606], [2.489174, -0.178150, -0.356559], [-2.530815, -1.185245, 0.796295], [-1.757365, -1.150219, -1.552270], [1.893155, 0.630809, -0.822659], [-1.497686, -1.397052, 0.528674], [-0.001197, 1.442042, 0.905696]], "atomic_forces_ev_per_a": [[-0.2, 0.0, 0.1], [-0.1, 0.0, -0.1], [0.1, -0.1, 0.1], [-0.1, -0.1, -0.1], [0.1, 0.6, 0.1], [-0.7, 0.5, -0.7], [-0.1, 0.0, 0.2], [0.0, -0.1, 0.1], [0.1, 0.1, 0.1], [0.0, -0.4, -0.1], [0.1, 0.0, -0.1], [0.1, 0.0, 0.1], [0.0, -0.1, 0.0], [0.1, 0.0, -0.2], [0.5, -0.3, 0.5]], "lumo_energy_ev": 0.879, "e_above_lowest_kcal_mol": 69.56, "gap_ev": 10.391, "e_tot_ev": -9406.816}